(1)
Below is 10 unconnected molecules or ions with the total composition C4H29NO9 in a non-equilibrium geometry, with properties calculated with ωB97M-V/def2-TZVPD.

Output
- SMILES = CNC(C)C.O.O.O.O.O.O.O.O.O
- lowest unoccupied orbital energy (eV) = 0.081
- maximum force (eV/Å) = 1.8
- energy relative to the best compared isomer or geometry (same formula, charge and spin) (kJ/mol) = 216.3
- HOMO-LUMO gap (eV) = 8.966
- DFT total energy (Ha) = -901.67610

Structure (ORCA input):
```
! RIJCOSX wB97M-V def2-TZVPD def2/J DEFGRID3
* xyz 0 1
C -1.6133 0.7324 0.4404
N -0.3014 0.4788 -0.0927
C 0.8440 0.9838 0.6404
C 1.0553 0.2084 1.9528
C 0.8781 2.5160 0.8210
H -1.9296 0.1067 1.2942
H -2.4242 0.5974 -0.2851
H -1.7043 1.7795 0.7432
H -0.1178 -0.4559 -0.3591
H 1.7807 0.7701 0.1414
H 1.0229 -0.8783 1.7881
H 0.2187 0.2591 2.6560
H 2.0092 0.4114 2.4345
H 0.4061 2.7910 1.7653
H 0.4890 2.9839 -0.0775
H 1.9203 2.7382 0.9752
O -1.3403 -3.8429 2.7418
H -0.9161 -3.3004 2.0741
H -2.1941 -4.1011 2.3908
O -1.1291 1.5514 4.2431
H -2.0093 1.9040 4.0739
H -0.6256 1.8567 3.4822
O -2.2605 -1.2481 2.7185
H -2.8200 -0.8524 3.3978
H -1.5449 -1.5885 3.2708
O -0.2826 -3.1558 -0.9984
H -0.7119 -3.1994 -1.8648
H -0.4277 -2.2188 -0.8185
O -1.0002 2.4067 -2.2566
H -0.9680 1.6045 -1.7105
H -1.5187 2.1762 -3.0335
O 1.9458 1.3863 -2.3765
H 2.4040 0.8385 -1.7310
H 0.9882 1.3977 -2.2757
O 1.0682 -0.6825 -4.2093
H 1.2312 0.2573 -4.3769
H 1.7277 -0.8142 -3.5193
O 3.6425 -0.4137 -0.6934
H 4.5668 -0.1594 -0.6592
H 3.5063 -1.1449 -1.3000
O -1.4626 -1.5505 -3.4561
H -0.6990 -1.0226 -3.7515
H -1.7040 -2.1067 -4.2001
*
```

(2)
Below is a molecular structure, CH5PS2 in a non-equilibrium geometry, with properties calculated with ωB97M-V/def2-TZVPD.

Output
- lowest unoccupied orbital energy (eV) = -1.169
- maximum force (eV/Å) = 2.3
- energy relative to the best compared isomer or geometry (same formula, charge and spin) (kJ/mol) = 161.5
- HOMO-LUMO gap (eV) = 7.869
- DFT total energy (Ha) = -1178.78535

Structure (ORCA input):
```
! RIJCOSX wB97M-V def2-TZVPD def2/J DEFGRID3
* xyz 0 1
C 0.4201 0.4700 0.9332
P 0.7277 -0.5591 -0.6039
S 2.4717 -1.4536 -0.6884
S -1.5205 -2.0371 -0.6271
H 1.3738 0.6146 1.4472
H 0.0168 1.4220 0.6096
H -0.3652 -0.1210 1.5713
H 0.1584 0.2634 -1.7640
H -1.6102 -2.5493 -1.8652
*
```

(3)
Below is 2 unconnected molecules or ions with the total composition C3H2IN in a non-equilibrium geometry, with properties calculated with ωB97M-V/def2-TZVPD.

Output
- lowest unoccupied orbital energy (spin up / spin down) (eV) = -2.638 / -2.644
- maximum force (eV/Å) = 4.9
- energy relative to the best compared isomer or geometry (same formula, charge and spin) (kJ/mol) = 420.1
- HOMO-LUMO gap (spin up / spin down) (eV) = 7.585 / 7.567
- DFT total energy (Ha) = -467.74995

Structure (ORCA input):
```
! RIJCOSX wB97M-V def2-TZVPD def2/J DEFGRID3
* xyz 0 1
C -0.9859 0.7433 1.7273
C 0.1380 -0.7760 -1.0548
C 0.5236 0.1229 -0.2072
N -1.6719 0.6377 2.6309
I 1.9930 1.5765 -0.1339
H 0.5108 -0.7242 -2.1811
H -0.5075 -1.5802 -0.7812
*
```

(4)
Below is a single C16H17N3O3 molecule, with properties calculated with ωB97M-V/def2-TZVPD.

Output
- SMILES = CCOC(=O)c1ccc(NC(=O)NCc2ccncc2)cc1
- lowest unoccupied orbital energy (eV) = 0.388
- maximum force (eV/Å) = 0.6
- energy relative to the best compared isomer or geometry (same formula, charge and spin) (kJ/mol) = 0.0
- HOMO-LUMO gap (eV) = 9.275
- DFT total energy (Ha) = -1009.94733

Structure (ORCA input):
```
! RIJCOSX wB97M-V def2-TZVPD def2/J DEFGRID3
* xyz 0 1
C -0.3583 -2.5868 6.0757
C -0.2741 -1.0681 6.1347
O -0.1790 -0.4981 4.8303
C 1.0423 -0.4583 4.2759
O 2.0398 -0.8593 4.8265
C 1.0274 0.1403 2.9230
C -0.1393 0.6191 2.3331
C -0.1115 1.1662 1.0669
C 1.0887 1.2392 0.3550
N 1.1747 1.7890 -0.9160
C 0.2418 1.9025 -1.9324
O 0.4591 2.6309 -2.8769
N -0.8864 1.1538 -1.7922
C -1.8549 1.0819 -2.8703
C -1.5962 -0.1000 -3.7688
C -0.5044 -0.0987 -4.6309
C -0.2759 -1.2199 -5.4119
N -1.0428 -2.2971 -5.3830
C -2.0798 -2.2976 -4.5652
C -2.3997 -1.2326 -3.7363
C 2.2639 0.7874 0.9639
C 2.2318 0.2425 2.2271
H 0.5596 -2.9919 5.6568
H -1.1967 -2.8942 5.4549
H -0.4930 -2.9832 7.0779
H -1.1814 -0.6392 6.5658
H 0.5991 -0.7616 6.7202
H -1.0678 0.5713 2.8798
H -1.0143 1.5781 0.6436
H 2.0692 2.1898 -1.1657
H -0.8629 0.3736 -1.1536
H -1.7560 2.0110 -3.4375
H -2.8561 1.0223 -2.4340
H 0.1429 0.7628 -4.6854
H 0.5602 -1.2611 -6.0975
H -2.6817 -3.1971 -4.5737
H -3.2598 -1.2825 -3.0850
H 3.1995 0.8683 0.4301
H 3.1332 -0.1158 2.7002
*
```

(5)
Below is a molecular structure, C24H37IInO6 in a non-equilibrium geometry, with properties calculated with ωB97M-V/def2-TZVPD.

Output
- lowest unoccupied orbital energy (eV) = 2.037
- maximum force (eV/Å) = 7.9
- HOMO-LUMO gap (eV) = 6.921
- DFT total energy (Ha) = -1875.52254

Structure (ORCA input):
```
! RIJCOSX wB97M-V def2-TZVPD def2/J DEFGRID3
* xyz -1 1
C 0.0108 2.0420 0.7131
C 1.2413 1.6191 -0.3229
C 1.2816 -0.0416 -0.3230
C 1.6148 -0.6753 -1.8212
C 1.0019 -2.2122 -1.9259
C -0.1726 -2.3714 -3.0623
In -2.0028 -1.2107 -2.3344
O -2.8093 -0.2138 -3.9921
C -4.2146 0.1727 -3.7915
O -5.1251 -0.4698 -4.5745
C -4.7660 1.3326 -2.7613
C -6.4075 1.6375 -2.7431
C -7.0303 2.7809 -1.7004
C -6.0356 3.6129 -0.6817
C -4.4157 3.3341 -0.7439
C -3.7524 2.2129 -1.7636
C -3.4094 -2.6549 -1.3032
I -4.7935 -3.7084 -2.6317
C -2.5694 -3.8138 -0.4397
C -2.6857 -3.5866 1.1917
H -0.9938 1.9983 0.0960
H 0.2350 3.1068 1.1705
H -0.0333 1.2300 1.5604
H 1.0288 2.0766 -1.3903
H 2.2385 2.0823 0.1419
H 0.2673 -0.4349 0.1334
H 2.1314 -0.3344 0.4579
H 2.7926 -0.7277 -1.8979
H 1.2501 0.0008 -2.7083
H 0.6754 -2.5383 -0.8463
H 1.9078 -2.9115 -2.2651
H 0.2098 -1.9600 -4.0981
H -0.4381 -3.5242 -3.1501
H -1.4769 -0.0057 -1.1118
H -7.1390 1.0506 -3.4666
H -8.2007 2.9349 -1.7229
H -6.5089 4.3973 0.0726
H -3.6476 3.9230 -0.0457
H -2.5973 2.0265 -1.7847
H -4.0327 -2.0502 -0.5165
H -1.4207 -3.8402 -0.7230
H -3.0092 -4.8749 -0.6716
H -1.9610 -2.7624 1.6067
H -2.4165 -4.5871 1.7673
H -3.8041 -3.3309 1.4921
O 5.3192 -0.2436 -0.3667
C 4.9802 -1.3644 -0.0247
O 3.8121 -1.6518 0.6212
C 3.7945 -3.0370 0.9629
C 4.7653 -3.6926 0.0160
C 5.7922 -2.6111 -0.2054
H 4.0990 -3.1426 2.0094
H 2.7812 -3.4325 0.8469
H 5.1865 -4.6226 0.4069
H 4.2624 -3.9210 -0.9317
H 6.5804 -2.6371 0.5522
H 6.2183 -2.6619 -1.2100
O 1.0281 4.7678 2.4674
C 1.7311 4.1640 3.2607
O 1.6080 2.8334 3.5408
C 2.5140 2.4895 4.5880
C 3.5780 3.5553 4.5594
C 2.8150 4.7714 4.0987
H 1.9643 2.4761 5.5351
H 2.9286 1.4939 4.4048
H 4.0775 3.6909 5.5223
H 4.3416 3.2973 3.8155
H 2.3609 5.3083 4.9362
H 3.4444 5.4391 3.5059
*
```

- Among the records above, which one has the lowest maximum force?
  C16H17N3O3